The following is a quantum chemistry calculation of a structure of composition C60H155F6N13O17Sr2 at a distorted geometry, from the OMol25 dataset.

Output
Charge: +2
Spin multiplicity: 1
Kohn-Sham gap, eV: 5.72
Molecular weight, u: 1620.20
ΔE to the lowest compared entry with this formula, charge and spin, kJ/mol: 0.0
Calculated total energy, eV: -136875.69334

The geometry in XYZ format:
```
253
C60H155F6N13O17Sr2 wB97M-V/def2-TZVPD
Sr 0.521 -2.497 -4.604
Sr 0.079 -4.422 -0.823
C 3.842 -2.839 -3.318
O 3.607 -1.437 -3.247
O 2.717 -3.487 -3.683
C 5.247 -3.187 -3.930
F 5.289 -4.402 -4.497
F 5.581 -2.313 -4.902
F 6.173 -3.201 -2.966
C 4.481 -0.699 -2.412
C 4.185 0.791 -2.519
H 4.855 1.254 -1.792
H 4.421 1.213 -3.492
H 3.156 1.037 -2.246
H 5.531 -0.776 -2.719
H 4.462 -1.028 -1.368
H 4.003 -3.127 -2.262
C 0.656 -1.101 -0.970
O 0.475 -1.702 0.292
O 0.369 -2.051 -1.929
C 0.082 0.333 -1.102
F -0.141 0.741 -2.355
F -1.021 0.533 -0.371
F 1.052 1.151 -0.603
C 1.083 -1.103 1.433
C 0.511 -1.753 2.693
H 0.863 -1.236 3.589
H -0.578 -1.764 2.684
H 0.845 -2.781 2.871
H 0.822 -0.047 1.539
H 2.172 -1.181 1.469
H 1.748 -1.001 -1.070
C -1.549 7.709 -2.776
C -0.425 7.177 -1.878
C 0.516 6.231 -2.630
O 0.600 5.028 -1.850
C 1.326 4.013 -2.510
N 0.262 8.382 -1.326
H -1.085 8.356 -3.521
H -2.246 8.247 -2.137
H -2.122 6.901 -3.238
H -0.887 6.794 -0.965
H 1.530 6.620 -2.742
H 0.018 6.019 -3.581
H 0.838 3.678 -3.429
H 1.461 3.209 -1.784
H 2.383 4.276 -2.653
H 0.582 8.232 -0.378
H 1.085 8.548 -1.896
C 4.894 1.486 1.157
C 5.957 2.461 0.715
C 5.394 3.852 0.504
O 4.865 4.376 1.693
C 4.133 5.585 1.540
N 7.024 2.502 1.736
H 3.996 1.590 0.532
H 4.540 1.641 2.175
H 5.125 0.429 1.008
H 6.506 2.112 -0.163
H 4.612 3.839 -0.277
H 6.125 4.552 0.071
H 4.835 6.421 1.534
H 3.504 5.607 2.428
H 3.483 5.655 0.663
H 7.575 3.344 1.565
H 6.674 2.748 2.661
C -3.556 -4.137 -1.148
C -2.949 -2.974 -0.375
C -4.038 -2.371 0.532
O -5.114 -1.877 -0.228
C -6.068 -1.151 0.544
N -1.852 -3.403 0.483
H -3.795 -4.965 -0.475
H -2.818 -4.468 -1.891
H -4.507 -3.858 -1.596
H -2.557 -2.220 -1.060
H -3.574 -1.566 1.115
H -4.431 -3.109 1.241
H -6.489 -1.737 1.365
H -6.886 -0.886 -0.119
H -5.594 -0.257 0.953
H -2.291 -4.118 1.076
H -1.525 -2.685 1.119
C 4.243 -6.515 -1.703
C 2.996 -6.101 -0.950
C 3.271 -5.113 0.182
O 2.081 -4.952 0.941
C 1.922 -6.033 1.887
N 1.970 -5.592 -1.876
H 3.998 -7.368 -2.340
H 4.987 -6.902 -1.002
H 4.744 -5.766 -2.316
H 2.516 -6.979 -0.507
H 3.504 -4.164 -0.316
H 4.129 -5.414 0.784
H 0.940 -5.813 2.315
H 2.665 -5.901 2.674
H 1.900 -7.053 1.506
H 2.417 -4.818 -2.419
H 1.825 -6.226 -2.662
C 2.595 1.416 -6.357
C 1.873 0.082 -6.219
C 2.707 -1.113 -6.713
O 1.998 -2.356 -6.761
C 2.788 -3.381 -7.367
N 1.455 -0.112 -4.807
H 2.636 1.728 -7.403
H 3.621 1.329 -5.994
H 2.111 2.217 -5.802
H 0.990 0.147 -6.861
H 3.602 -1.264 -6.094
H 3.188 -0.922 -7.680
H 2.259 -4.319 -7.527
H 3.664 -3.591 -6.752
H 3.096 -3.011 -8.347
H 0.978 0.744 -4.520
H 2.251 -0.049 -4.180
C 2.185 -4.663 7.568
C 1.935 -3.623 6.459
C 2.934 -3.877 5.325
O 2.884 -2.769 4.452
C 3.753 -2.803 3.336
N 0.541 -3.694 6.013
H 3.191 -4.556 7.965
H 2.014 -5.629 7.089
H 1.447 -4.572 8.363
H 2.034 -2.632 6.908
H 2.640 -4.776 4.761
H 3.947 -4.039 5.712
H 4.786 -2.757 3.685
H 3.505 -1.909 2.766
H 3.605 -3.676 2.691
H 0.507 -3.233 5.098
H 0.286 -4.646 5.711
C -2.324 -4.002 4.504
C -1.864 -5.105 3.538
C -1.417 -6.386 4.252
O -0.100 -6.181 4.760
C 0.514 -7.383 5.201
N -2.895 -5.296 2.528
H -2.850 -3.190 4.003
H -1.479 -3.673 5.101
H -3.084 -4.439 5.161
H -0.930 -4.783 3.057
H -1.322 -7.231 3.558
H -2.139 -6.683 5.021
H 0.161 -7.755 6.164
H 1.567 -7.140 5.342
H 0.465 -8.149 4.423
H -3.747 -5.629 2.974
H -2.653 -6.051 1.887
C -1.071 1.155 6.658
C -0.296 -0.057 6.168
C 1.024 0.359 5.524
O 0.767 1.112 4.344
C 1.879 1.111 3.457
N -0.122 -0.995 7.260
H -1.339 1.830 5.841
H -0.536 1.774 7.380
H -2.051 0.902 7.072
H -0.865 -0.491 5.328
H 1.600 -0.555 5.337
H 1.610 0.936 6.246
H 2.536 0.238 3.523
H 2.418 2.025 3.716
H 1.550 1.131 2.416
H -1.018 -1.094 7.721
H 0.168 -1.911 6.937
C -1.685 4.911 4.857
C -1.583 4.837 3.344
C -0.313 4.135 2.819
O -0.352 4.194 1.392
C 0.898 3.771 0.844
N -2.798 4.247 2.767
H -2.156 3.992 5.209
H -2.232 5.815 5.104
H -0.676 4.900 5.276
H -1.546 5.850 2.924
H -0.281 3.088 3.140
H 0.554 4.653 3.244
H 1.761 4.341 1.199
H 0.754 3.953 -0.220
H 1.143 2.726 1.058
H -2.643 4.155 1.770
H -2.832 3.315 3.178
C -3.281 6.746 0.308
C -3.795 6.252 -1.015
C -3.449 4.781 -1.215
O -4.114 3.922 -0.303
C -3.367 2.741 -0.144
N -5.277 6.397 -0.970
H -2.253 6.422 0.507
H -3.861 6.448 1.182
H -3.282 7.838 0.342
H -3.537 6.878 -1.869
H -2.358 4.765 -1.091
H -3.713 4.468 -2.235
H -2.281 2.840 -0.111
H -3.614 2.070 -0.984
H -3.702 2.181 0.732
H -5.726 5.717 -0.369
H -5.653 6.257 -1.902
C -2.556 -2.796 -8.285
C -1.756 -2.241 -7.099
C -2.563 -2.003 -5.814
O -1.771 -1.444 -4.756
C -2.593 -1.086 -3.654
N -0.684 -3.193 -6.823
H -3.171 -3.648 -7.981
H -1.815 -3.048 -9.041
H -3.293 -2.127 -8.733
H -1.399 -1.244 -7.374
H -3.004 -2.987 -5.605
H -3.352 -1.284 -6.047
H -3.447 -0.487 -3.990
H -2.020 -0.433 -3.000
H -3.023 -1.928 -3.107
H -0.197 -3.383 -7.697
H -1.046 -4.136 -6.657
C -2.290 3.947 -4.119
C -2.754 2.975 -5.186
C -1.629 2.023 -5.651
O -0.367 2.499 -6.047
C -0.433 3.433 -7.103
N -3.884 2.190 -4.687
H -1.448 4.549 -4.484
H -1.762 3.431 -3.305
H -3.083 4.554 -3.690
H -3.107 3.530 -6.060
H -2.083 1.448 -6.474
H -1.429 1.271 -4.885
H -0.839 2.984 -8.018
H 0.573 3.762 -7.360
H -1.032 4.319 -6.883
H -4.762 2.651 -4.889
H -3.796 2.203 -3.676
C -4.722 2.274 5.558
C -5.130 1.036 4.773
C -3.892 0.400 4.131
O -3.167 1.248 3.263
C -1.967 0.710 2.781
N -5.737 0.066 5.716
H -3.980 2.040 6.323
H -5.600 2.764 5.975
H -4.262 3.000 4.884
H -5.875 1.234 4.003
H -4.249 -0.406 3.457
H -3.259 -0.182 4.816
H -2.191 -0.209 2.221
H -1.245 0.499 3.576
H -1.547 1.441 2.091
H -5.946 -0.768 5.171
H -5.006 -0.180 6.378
```